Record 1
Entry from the Open Molecules 2025 dataset: C23H12BrN4O8Ta as an isolated structure (wB97M-V/def2-TZVPD).

Each line ends with the Mulliken charge.
Cartesian coordinates (Å):
Ta: -0.12008 0.74109 0.93752  1.875
Br: -5.93341 -3.39433 3.41711  -0.092
C: -4.63907 -2.14890 2.88905  -0.377
C: -4.96531 -0.79483 2.81144  -0.302
C: -4.02282 0.14946 2.42503  -0.789
C: -2.75523 -0.27669 2.10699  0.742
O: -1.80269 0.62645 1.72070  -0.488
C: -2.39271 -1.63136 2.17512  -0.138
C: -1.07604 -2.10342 1.89657  0.772
N: -0.06566 -1.40477 1.44875  0.012
C: 1.22177 -2.01317 1.30523  0.620
C: 1.49853 -3.35026 1.20745  -0.660
C: 2.83471 -3.79363 1.12474  -1.052
C: 3.87276 -2.90584 1.14384  -0.900
C: 3.61234 -1.51668 1.21296  0.861
C: 4.62002 -0.53071 1.23069  -0.345
C: 4.28532 0.80160 1.28862  -0.908
C: 2.94480 1.16369 1.29777  -0.089
N: 1.95541 0.25785 1.28469  -0.083
C: 2.27776 -1.08432 1.26938  0.598
C: -3.36089 -2.56561 2.58288  -0.764
H: -5.96805 -0.47493 3.06175  0.460
H: -4.27338 1.20013 2.37729  0.495
H: -0.90748 -3.15606 2.11079  0.358
H: 0.70852 -4.08902 1.17723  0.423
H: 3.02791 -4.85441 1.04909  0.431
H: 4.89758 -3.24951 1.09567  0.452
H: 5.65955 -0.83420 1.20014  0.500
H: 5.03895 1.57510 1.31167  0.432
H: 2.65074 2.20476 1.31330  0.557
H: -3.10257 -3.61489 2.64938  0.502
O: 0.13994 4.61629 -0.21037  -0.433
C: 0.08611 3.46004 -0.41147  0.603
O: 0.27756 2.54913 0.66371  -0.592
C: -0.14259 2.79831 -1.73285  0.478
C: -0.15479 3.64568 -2.83889  -1.006
C: -0.34991 3.11643 -4.09489  -0.432
C: -0.53367 1.76647 -4.31199  -0.283
C: -0.50547 0.92583 -3.21711  -0.134
C: -0.33296 1.42938 -1.93661  0.584
O: -0.39155 0.55829 -0.86872  -0.909
N: -0.65234 -0.52625 -3.44032  0.919
O: -0.03597 -1.26123 -2.69154  -0.547
O: -1.33117 -0.86240 -4.37506  -0.512
N: -0.35827 4.03322 -5.26382  1.047
O: -0.53375 3.52340 -6.34382  -0.575
O: -0.19721 5.20642 -5.02706  -0.576
H: -0.01474 4.71116 -2.71259  0.628
H: -0.69052 1.37722 -5.30944  0.637

Forces on atoms 1 to 3 (eV/Å):
0.1 -0.1 -0.3
0.0 0.0 0.0
0.0 0.0 0.0

## Properties
- multiplicity = 1
- charge = +2
- frontier orbital gap (hartree) = 0.2415


Record 2
Entry from the Open Molecules 2025 dataset: C21H29CdCl2O4 as an isolated structure (wB97M-V/def2-TZVPD).

Each line ends with the Mulliken charge.
Cartesian coordinates (Å):
O: -0.22581 0.41775 -0.08299  -0.203
C: 0.77317 0.20051 -1.13205  -0.566
C: 0.04274 1.11381 -2.09276  -0.083
H: 0.80299 -0.83542 -1.47415  0.226
H: 1.75677 0.56366 -0.82295  0.284
C: -0.97666 1.29698 -0.97014  1.493
H: -0.43723 0.59999 -2.91163  -0.285
H: 0.55245 2.02071 -2.40009  0.388
C: -2.32022 0.70175 -1.35348  -1.718
H: -2.17677 -0.30408 -1.79007  0.337
H: -2.76400 1.35746 -2.12072  0.408
H: -3.00839 0.66755 -0.49262  0.299
C: -1.05349 2.71998 -0.47312  -1.521
H: -0.04225 3.13668 -0.35007  0.419
H: -1.60044 2.74075 0.48249  0.059
H: -1.59739 3.30418 -1.23589  0.450
Cd: 0.07741 -1.28958 2.01586  1.273
C: 0.81348 2.46625 4.22568  -0.641
C: 1.60787 1.29280 4.19520  -0.559
C: 1.91645 0.99735 2.83285  -1.070
H: 1.92482 0.70495 5.05238  0.429
C: 1.34002 2.02484 2.02882  -0.399
C: 0.60983 2.90247 2.88592  -0.663
H: -0.00075 3.74619 2.57405  0.379
H: 0.42060 2.95686 5.11264  0.443
H: 2.51695 0.15778 2.47917  0.802
H: 1.46188 2.14233 0.95365  0.457
C: -1.61606 -0.03181 4.34671  -0.665
C: -2.13671 1.13855 3.76929  -0.865
C: -2.41422 0.89634 2.40763  -0.298
H: -2.35770 2.06731 4.29620  0.423
C: -2.19838 -0.49313 2.14541  -0.584
C: -1.72481 -1.09277 3.38503  -1.166
H: -1.73334 -2.16291 3.59831  0.923
H: -1.24115 -0.13540 5.36562  0.319
H: -2.82069 1.63104 1.71289  0.686
H: -2.59880 -1.06346 1.30114  0.653
O: 0.27923 -0.92696 -3.95137  -0.269
C: -0.11241 -0.00111 -5.01174  -0.429
C: 0.30400 -0.58237 -6.37283  -0.516
H: 0.36257 0.99863 -4.88146  0.260
H: -1.20132 0.17656 -4.93219  0.299
C: 1.28314 -1.71698 -6.01287  -0.518
H: 0.76724 0.19242 -6.98276  0.296
H: -0.57122 -0.96925 -6.89844  0.243
C: 1.14721 -1.93897 -4.47830  -0.510
H: 2.29390 -1.37616 -6.26543  0.245
H: 1.09222 -2.63778 -6.56479  0.291
H: 2.14829 -1.85057 -4.00795  0.240
H: 0.75873 -2.94238 -4.21468  0.318
Cl: 1.51870 -2.16331 4.79346  -0.095
C: 1.49525 -3.71941 3.88292  -0.074
Cl: -0.16860 -4.31743 3.61094  -0.173
C: 2.16372 -3.48920 2.47334  0.460
O: 3.09290 -4.24920 2.23455  -0.649
O: 1.69280 -2.56682 1.69167  -0.624
H: 2.08148 -4.47800 4.42370  0.338

Forces on atoms 1 to 3 (eV/Å):
0.6 -0.6 -0.6
0.0 0.1 0.2
-0.6 0.1 0.1

## Properties
- multiplicity = 1
- charge = -1
- frontier orbital gap (hartree) = 0.1911


Record order is preserved below.
Highest occupied orbital energy: -0.5403 -0.1094 Eh
Record order is preserved below.
LUMO level: -8.13 2.23 eV